# 1
DFT (wB97M-V/def2-TZVPD) results for a cluster of 14 separate species, CH30O14 in total in a non-equilibrium geometry.

```
! RIJCOSX wB97M-V def2-TZVPD def2/J DEFGRID3
* xyz 0 1
C -1.55 -0.81 -0.75
O -0.45 0.12 -0.70
H -1.52 -1.38 -1.67
H -1.09 -1.47 -0.09
H -2.57 -0.43 -0.54
H -0.43 0.93 -1.25
H -1.55 2.90 -0.99
H -1.06 3.22 -2.43
O -0.76 3.32 -1.51
H 1.11 3.22 -1.05
H 1.83 3.41 -2.34
O 1.99 3.11 -1.47
H -1.03 -2.47 1.85
H -0.80 -1.07 2.30
O -1.07 -1.91 2.58
H -2.99 0.97 2.18
H -3.71 -0.28 1.61
O -3.59 0.67 1.47
H 0.81 -2.36 2.85
H 1.29 -1.28 1.95
O 1.62 -2.00 2.48
H -1.85 0.20 3.95
H -1.09 0.94 3.08
O -2.00 1.07 3.55
H -3.83 2.75 -0.43
H -3.00 1.58 -0.02
O -3.05 2.25 -0.73
H 1.56 0.07 -1.79
H 2.33 1.45 -1.66
O 2.47 0.48 -1.86
H 2.94 -2.39 -0.50
H 2.72 -3.08 0.84
O 2.64 -3.22 -0.11
H 0.35 0.78 -4.53
H 1.34 0.54 -3.56
O 0.45 0.93 -3.60
H -0.40 0.66 0.94
H 0.98 0.73 1.63
O 0.04 0.56 1.82
H 3.70 -0.54 -1.24
H 4.57 -0.58 0.05
O 4.21 -1.09 -0.66
H -0.39 -4.09 0.30
H 0.87 -3.22 0.09
O -0.06 -3.20 -0.02
*
```

=====

# 2
DFT (wB97M-V/def2-TZVPD) results for a structure of composition CH3Br2OP in a non-equilibrium geometry.

```
! RIJCOSX wB97M-V def2-TZVPD def2/J DEFGRID3
* xyz 0 1
C -1.63 -0.85 1.45
O 0.37 -0.54 0.51
P 0.34 0.70 -0.39
Br -1.47 -0.57 3.29
Br -2.44 0.58 0.60
H -1.59 -1.79 1.05
H 1.27 0.30 -1.39
H 0.88 1.75 0.54
*
```

=====

# 3
DFT (wB97M-V/def2-TZVPD) results for an isolated molecule of CH3Br2P in a non-equilibrium geometry.

Results
SMILES = C=[PH](Br)Br

```
! RIJCOSX wB97M-V def2-TZVPD def2/J DEFGRID3
* xyz 0 1
C 0.33 -0.14 -0.33
P -1.31 -0.02 0.19
Br -3.18 1.36 -0.04
Br -2.28 -1.99 -0.01
H 0.90 0.75 -0.48
H 0.67 -0.53 -1.31
H -1.40 0.17 1.55
*
```

=====

# 4
DFT (wB97M-V/def2-TZVPD) results for a structure of composition CH3Br2PS in a non-equilibrium geometry.

```
! RIJCOSX wB97M-V def2-TZVPD def2/J DEFGRID3
* xyz 0 1
C 3.58 0.99 -0.03
P -1.47 0.67 0.60
S -0.79 -0.40 -0.92
Br 1.86 0.64 0.16
Br 4.82 -0.33 -0.08
H 4.07 1.89 -0.42
H -2.56 1.44 0.19
H -2.39 -0.22 1.29
*
```

=====

These records have calculated total energy values of -30189.371 -152503.047 -150458.123 -161291.206 eV, in the order they appear.